Below is a structure of composition C20H43CeN2P3S2, with properties calculated with wB97M-V/def2-TZVPD.

Values from the calculation:
Relative energy (zero: lowest compared OMol25 entry of this formula, charge and spin) in kcal/mol: 2.91
LUMO energy (alpha / beta) in eV: -10.2 / -11.3
Spin multiplicity: 2
<S²>: 0.772
Total charge: +3

The geometry in XYZ format:
```
71
Properties=species:S:1:pos:R:3:mulliken_spin:R:1
Ce 0.920 0.398 -0.090 0.048
P 1.172 -0.195 2.828 0.002
P 0.955 -2.508 -0.266 -0.001
P -0.770 2.576 0.808 -0.005
H -6.265 -2.502 -6.088 0.000
C -6.142 -1.430 -6.279 0.003
C -5.261 -0.977 -7.185 0.003
H -4.629 -1.662 -7.762 0.000
C -0.224 -0.894 3.787 0.000
C 2.535 -1.310 3.327 0.000
C 1.563 1.268 3.858 -0.001
C 0.661 -2.892 -2.035 0.015
C 2.519 -3.390 0.086 0.000
C -0.297 -3.575 0.539 0.000
C -1.758 3.306 -0.547 0.012
C 0.119 4.038 1.455 0.000
C -2.065 2.293 2.067 0.000
H -6.808 -0.752 -5.737 0.000
H -5.180 0.090 -7.421 0.000
H 0.060 -0.974 4.845 0.000
H -0.485 -1.889 3.406 0.000
H -1.104 -0.245 3.698 0.000
H 2.679 -1.217 4.414 0.000
H 3.468 -1.032 2.813 0.000
H 2.288 -2.353 3.079 0.000
H 1.872 0.917 4.853 0.000
H 0.678 1.914 3.959 0.000
H 2.378 1.855 3.410 0.001
H 1.035 -3.903 -2.250 0.001
H 1.180 -2.157 -2.666 -0.005
H -0.413 -2.829 -2.260 0.000
H 2.310 -4.385 0.499 0.000
H 3.115 -2.812 0.808 0.000
H 3.093 -3.484 -0.844 0.000
H -0.356 -4.551 0.036 0.000
H -1.272 -3.075 0.480 0.000
H -0.040 -3.721 1.595 0.000
H -2.241 4.225 -0.187 0.001
H -2.517 2.587 -0.881 -0.002
H -1.107 3.526 -1.404 -0.007
H -0.598 4.763 1.864 0.000
H 0.681 4.500 0.632 0.000
H 0.830 3.736 2.237 0.000
H -2.783 3.125 2.056 0.000
H -1.615 2.201 3.062 0.000
H -2.588 1.358 1.833 0.000
C -1.859 -0.152 -2.726 0.199
C -2.752 -0.384 -1.662 0.051
C -3.945 -1.056 -1.885 0.030
C -4.291 -1.468 -3.175 0.192
C -3.406 -1.248 -4.235 0.010
C -2.198 -0.598 -4.023 0.073
S -0.385 0.684 -2.500 0.355
H -0.732 -0.317 0.442 0.008
H -2.482 -0.049 -0.659 0.012
H -4.611 -1.249 -1.046 0.003
H -5.258 -1.945 -3.365 0.004
H -3.694 -1.565 -5.237 0.001
H -1.489 -0.409 -4.833 -0.001
S 3.424 1.196 -0.901 0.001
C 4.022 1.482 0.675 -0.002
N 3.935 2.648 1.373 0.000
C 4.947 2.718 2.426 0.000
C 5.521 1.304 2.455 0.000
N 4.795 0.619 1.389 0.000
H 3.561 3.476 0.916 0.000
H 4.494 3.006 3.381 0.000
H 5.716 3.454 2.164 0.000
H 5.348 0.815 3.419 0.000
H 6.596 1.292 2.239 0.000
H 5.146 -0.219 0.930 0.000
```